# 1
Below is an isolated molecule of C3H3NO3 in a non-equilibrium geometry, with properties calculated with ωB97M-V with the def2-TZVPD basis set.

Structure (XYZ):
```
10
Properties=species:S:1:pos:R:3:forces:R:3
N -1.084705 1.226846 -0.724281 0.2 0.3 -0.2
C -0.292229 0.385978 -0.211577 -0.7 0.5 -0.3
O 1.061969 0.614680 -0.251292 -0.2 -0.2 0.1
C 1.953128 -0.277536 0.279008 0.4 -0.2 0.2
O 3.126471 -0.076599 0.239148 -0.8 -0.1 0.0
C -1.403793 -0.707601 0.329432 0.6 0.0 0.0
O -1.382726 -1.745815 0.914077 0.4 1.1 -0.6
H -0.734083 2.060195 -1.163786 0.7 0.2 -0.1
H 1.456650 -1.148131 0.721673 0.0 -0.1 0.1
H -2.185489 -0.020395 -0.104471 -0.7 -1.5 0.8
```
Positions in Å, forces in eV/Å.

Results
- molar mass (g/mol) = 101.06
- structure (SMILES) = [H]/N=C(/C=O)OC=O
- LUMO (eV) = -0.09
- energy above the lowest of the compared OMol25 structures with the same formula, charge and spin (kcal per mole) = 63.4
- charge = 0
- frontier orbital gap (eV) = 10.57

---

# 2
Below is a structure of composition C5H7NO, with properties calculated with ωB97M-V with the def2-TZVPD basis set.

Structure (XYZ):
```
14
Properties=species:S:1:pos:R:3:forces:R:3
O 2.385421 -0.107315 0.184913 0.0 -0.2 0.2
C 1.237452 0.382674 -0.419487 -0.1 0.1 -0.1
C 0.084170 -0.568603 -0.770651 0.2 -0.2 -0.1
C -0.469244 -1.319555 0.458644 -0.3 -0.2 -0.4
C -1.693513 -0.440187 0.214341 -0.1 -0.1 0.2
N -0.907863 0.548626 -0.555087 -0.1 0.0 0.1
C 0.131254 1.046643 0.420963 0.2 0.3 0.3
H 2.109090 -0.820603 0.778576 0.1 0.1 0.0
H 1.533254 0.997583 -1.276229 -0.1 -0.2 0.1
H 0.054684 -1.181705 -1.680895 0.0 0.2 0.0
H 0.098477 0.422433 1.341237 -0.1 0.4 0.0
H -2.353117 -1.026279 -0.445590 0.0 0.1 0.0
H -2.299733 -0.027299 1.030154 0.1 -0.3 0.0
H 0.089674 2.093585 0.719114 0.1 0.1 -0.3
```
Positions in Å, forces in eV/Å.

Results
- molar mass (g/mol) = 97.12
- LUMO (alpha / beta) (eV) = -0.62 / -0.62
- energy above the lowest of the compared OMol25 structures with the same formula, charge and spin (kcal per mole) = 150.3
- charge = 0
- frontier orbital gap (alpha / beta) (eV) = 7.82 / 7.82

---

# 3
Below is a structure of composition C27H38ClGeN4RuS in a non-equilibrium geometry, with properties calculated with ωB97M-V with the def2-TZVPD basis set.

Structure (XYZ):
```
73
Properties=species:S:1:pos:R:3:forces:R:3
Ru 0.907842 -0.284159 -0.276707 2.1 2.6 3.8
N 3.432609 -0.540252 -0.094870 -0.3 0.1 -0.2
C 4.255033 -1.023889 1.010531 0.0 -0.1 0.0
C 3.795381 -2.392359 1.495091 -0.2 0.2 0.1
C 2.489547 -2.337431 2.277553 0.1 0.0 -0.1
N 1.339331 -2.080878 1.408396 0.0 0.3 -0.2
H 3.537011 -1.127694 -0.915052 0.0 0.0 -0.1
H 3.701867 0.397959 -0.360760 0.0 0.0 -0.1
H 4.181965 -0.307843 1.832862 0.0 0.0 0.0
H 5.312165 -1.088413 0.723669 0.0 0.1 0.0
H 4.567076 -2.809989 2.145237 0.0 0.0 0.0
H 3.680603 -3.064931 0.638010 0.1 0.0 0.0
H 2.541982 -1.526740 3.007200 0.0 0.0 0.0
H 2.363270 -3.274884 2.833144 0.0 0.1 0.0
H 0.521231 -1.838450 1.951790 -0.1 -0.1 0.0
H 1.122212 -2.906772 0.865408 -0.1 0.0 0.0
C 1.332604 1.191715 1.133565 -1.7 -2.9 -2.2
Ge -0.104516 2.447095 1.200265 -0.3 0.5 -0.4
C -1.117628 1.968013 -0.430400 0.3 0.0 0.1
C -0.354718 1.784150 -1.588040 0.0 0.2 0.0
C -0.947077 1.360852 -2.775237 -0.1 -0.1 -0.1
C -2.309811 1.100979 -2.809806 0.1 0.0 0.0
C -3.080080 1.307597 -1.670873 0.0 0.0 0.1
C -2.488432 1.742785 -0.494758 -0.2 0.0 0.0
C 0.425139 4.333237 0.885837 -0.1 -0.3 0.3
C 1.650064 4.568365 0.265674 0.0 0.0 0.1
C 2.035378 5.852871 -0.090049 0.0 0.1 0.0
C 1.203734 6.928653 0.187798 0.0 0.0 0.0
C -0.018260 6.709985 0.806839 0.0 0.0 0.0
C -0.407483 5.420480 1.142291 0.0 0.0 0.0
C -1.360264 2.167124 2.700833 0.4 0.0 -0.1
C -1.845436 0.871465 2.873002 0.0 0.0 -0.1
C -2.768587 0.579623 3.865435 -0.1 0.0 0.0
C -3.225311 1.587834 4.704209 0.0 0.0 0.0
C -2.737961 2.877373 4.554161 0.0 0.0 0.0
C -1.802976 3.161770 3.567171 0.0 0.0 -0.1
H 2.103603 1.165288 1.901777 0.2 -0.1 -0.2
H 0.692455 2.078760 -1.587853 0.0 -0.2 0.0
H -0.344469 1.250226 -3.668550 0.0 -0.1 0.0
H -2.773871 0.756348 -3.726896 0.0 0.1 0.0
H -4.145663 1.114078 -1.698195 0.0 0.0 0.0
H -3.104571 1.898360 0.384264 0.0 -0.1 0.0
H 2.310443 3.730215 0.063801 0.0 0.0 0.0
H 2.984845 6.016502 -0.585255 0.0 0.0 0.0
H 1.504594 7.932642 -0.083752 0.0 0.0 0.0
H -0.671626 7.546383 1.024219 0.0 0.0 0.0
H -1.377944 5.262388 1.598341 0.0 0.0 0.0
H -1.500737 0.089919 2.205585 0.0 -0.1 0.1
H -3.141309 -0.431132 3.979354 0.0 0.0 0.0
H -3.958391 1.371443 5.470930 0.0 0.0 0.0
H -3.087690 3.670105 5.204243 0.0 0.0 0.0
H -1.419164 4.170606 3.475510 0.0 0.0 0.0
C -0.488519 -6.175369 -1.605327 0.0 0.2 0.0
C 0.004943 -4.746837 -1.416030 -0.1 -0.3 -0.2
N -1.028627 -3.891161 -0.826446 0.2 0.1 0.0
C -1.208151 -2.587016 -1.190236 -0.6 -0.2 0.0
S -1.421904 -1.390625 0.009108 0.3 -0.1 -0.2
N -1.361151 -2.292543 -2.468958 0.1 0.0 -0.1
C -1.593607 -3.212921 -3.569511 0.2 -0.1 -0.2
C -0.471515 -3.228410 -4.603423 -0.1 0.1 0.1
H 0.303438 -6.799060 -2.020912 0.0 0.0 0.0
H -1.341661 -6.199928 -2.283210 0.0 -0.1 0.0
H -0.798600 -6.600317 -0.649753 0.0 0.0 0.0
H 0.313008 -4.315522 -2.366351 0.1 0.0 0.2
H 0.886269 -4.758762 -0.765570 0.0 0.1 0.0
H -1.137289 -4.006942 0.168540 0.0 0.1 0.1
H -1.368632 -1.302303 -2.674780 0.0 0.1 0.0
H -2.523816 -2.906173 -4.054145 0.0 -0.1 0.0
H -1.752907 -4.204567 -3.149307 -0.1 0.1 0.0
H -0.419469 -2.275116 -5.128661 0.0 0.0 0.0
H -0.652501 -4.018893 -5.333513 0.0 0.0 0.0
H 0.498307 -3.381956 -4.134080 0.0 0.0 0.0
Cl 1.664402 -1.082971 -2.464406 -0.4 -0.2 -0.3
```
Positions in Å, forces in eV/Å.

Results
- <S²> = 0.789
- molar mass (g/mol) = 659.83
- LUMO (alpha / beta) (eV) = 0.16 / 0.23
- energy above the lowest of the compared OMol25 structures with the same formula, charge and spin (kcal per mole) = 59.0
- spin multiplicity = 2
- charge = 0
- frontier orbital gap (alpha / beta) (eV) = 6.83 / 7.14